{
  "formula": "C39H52F5N5O17S2",
  "method": "ωB97M-V with the def2-TZVPD basis set",
  "relative_energy_ev": 0.026,
  "lumo_energy_ev": 0.12,
  "elements": ["N", "C", "C", "C", "C", "H", "H", "H", "H", "H", "N", "C", "C", "C", "C", "H", "H", "H", "H", "H", "N", "C", "C", "C", "C", "H", "H", "H", "H", "H", "N", "C", "C", "C", "C", "H", "H", "H", "H", "H", "N", "C", "C", "C", "C", "H", "H", "H", "H", "H", "C", "S", "O", "C", "H", "H", "H", "H", "H", "H", "C", "S", "O", "C", "H", "H", "H", "H", "H", "H", "C", "C", "O", "C", "O", "O", "F", "H", "H", "H", "C", "C", "O", "C", "O", "O", "F", "H", "H", "H", "C", "C", "O", "C", "O", "O", "F", "H", "H", "H", "C", "C", "O", "C", "O", "O", "F", "H", "H", "H", "C", "C", "O", "C", "O", "O", "F", "H", "H", "H"],
  "positions_angstrom": [[13.108, 12.111, 17.316], [12.295, 12.135, 16.272], [12.776, 11.317, 15.244], [13.946, 10.753, 15.796], [14.178, 11.271, 17.053], [13.065, 12.663, 18.163], [11.404, 12.718, 16.287], [12.177, 11.093, 14.374], [14.593, 10.000, 15.367], [14.929, 11.135, 17.803], [14.150, 12.195, 10.616], [13.242, 12.078, 11.576], [12.723, 13.303, 11.800], [13.396, 14.266, 11.008], [14.291, 13.551, 10.244], [14.782, 11.446, 10.465], [13.023, 11.119, 12.033], [11.987, 13.484, 12.568], [13.209, 15.317, 10.881], [15.081, 13.872, 9.598], [9.897, 9.520, 16.360], [8.844, 9.284, 15.541], [8.223, 8.142, 15.982], [8.930, 7.633, 17.112], [9.964, 8.546, 17.288], [10.685, 10.119, 16.133], [8.517, 9.958, 14.758], [7.286, 7.827, 15.549], [8.696, 6.902, 17.863], [10.842, 8.413, 17.909], [6.275, 16.772, 12.504], [6.605, 17.908, 13.135], [6.458, 17.786, 14.468], [5.993, 16.500, 14.710], [5.885, 15.887, 13.475], [6.160, 16.606, 11.501], [7.104, 18.689, 12.597], [6.822, 18.504, 15.176], [5.636, 16.032, 15.602], [5.513, 14.887, 13.323], [7.117, 13.827, 19.296], [6.443, 14.337, 18.200], [6.740, 13.667, 17.056], [7.695, 12.693, 17.508], [7.946, 12.818, 18.871], [7.159, 14.209, 20.216], [5.691, 15.044, 18.480], [6.289, 13.814, 16.091], [8.155, 11.847, 17.007], [8.360, 12.103, 19.566], [9.712, 17.658, 9.782], [10.059, 19.307, 10.201], [9.188, 19.558, 11.414], [11.745, 19.074, 10.808], [10.253, 17.423, 8.877], [8.632, 17.633, 9.711], [9.888, 17.028, 10.637], [11.837, 18.268, 11.557], [11.981, 20.012, 11.297], [12.385, 18.858, 9.950], [9.989, 12.263, 7.534], [8.919, 12.951, 8.793], [8.632, 11.852, 9.755], [10.112, 13.931, 9.696], [10.295, 13.137, 6.957], [9.215, 11.638, 7.071], [10.839, 11.814, 7.997], [10.588, 14.618, 8.999], [10.817, 13.282, 10.232], [9.528, 14.431, 10.471], [9.467, 15.929, 15.104], [9.338, 16.000, 13.586], [9.301, 14.693, 13.151], [9.790, 13.843, 14.174], [10.018, 12.737, 14.089], [9.974, 14.606, 15.308], [10.494, 16.555, 13.033], [8.566, 16.086, 15.699], [10.279, 16.623, 15.364], [8.499, 16.595, 13.208], [10.677, 14.864, 18.331], [10.260, 16.210, 18.873], [11.220, 16.997, 18.233], [12.320, 16.282, 17.850], [13.295, 16.663, 17.352], [12.054, 14.987, 18.025], [10.453, 16.206, 20.195], [10.072, 14.494, 17.495], [10.595, 14.159, 19.140], [9.279, 16.582, 18.610], [10.827, 19.508, 14.520], [11.606, 19.922, 15.713], [10.831, 19.442, 16.795], [9.618, 19.040, 16.364], [8.746, 18.690, 17.064], [9.537, 19.085, 15.001], [11.734, 21.297, 15.836], [11.249, 18.617, 14.052], [10.656, 20.324, 13.814], [12.604, 19.430, 15.839], [9.883, 10.355, 12.108], [10.246, 9.255, 11.168], [9.026, 8.800, 10.687], [8.007, 9.357, 11.360], [6.896, 9.107, 11.194], [8.489, 10.309, 12.171], [10.860, 8.275, 11.866], [10.146, 11.346, 11.748], [10.312, 10.198, 13.106], [10.857, 9.393, 10.256], [14.368, 14.639, 15.106], [15.592, 14.879, 14.347], [15.368, 16.036, 13.738], [13.992, 16.381, 13.809], [13.551, 17.325, 13.294], [13.367, 15.382, 14.477], [15.770, 13.882, 13.422], [14.388, 14.834, 16.170], [14.147, 13.568, 15.088], [16.543, 14.973, 14.882]],
  "forces_ev_per_a": [[1.8398, -0.3440, 1.2031], [-1.1550, 0.0342, -1.7243], [-0.7929, 0.4747, 1.8463], [1.2587, -0.7590, -0.0772], [-1.1452, 0.4033, -0.4244], [-0.3363, 0.0202, -0.4242], [-0.3895, 0.3173, -0.0222], [0.4712, -0.0004, -0.1486], [-0.0979, 0.1379, -0.1924], [0.2833, -0.2299, -0.0527], [1.2874, 1.4114, -1.2191], [-0.9282, -0.5750, 0.7173], [-1.0295, 1.0241, 1.5174], [0.3052, -0.9082, -0.9299], [-0.1151, -1.2375, 0.9001], [0.6734, -0.2181, -0.6449], [0.0234, 0.2394, -0.0773], [-0.1324, 0.1830, -0.1161], [-0.0575, 0.1575, 0.2977], [0.0456, -0.0276, -0.3175], [0.9372, 0.5462, -0.3779], [-0.8005, -0.2521, -0.3830], [-0.7575, 0.0159, -0.0029], [0.5335, 1.8003, -0.1086], [0.4356, -1.5779, 0.7331], [-0.2863, 0.0410, 0.1624], [0.2834, -0.0773, 0.1150], [0.0508, -0.3165, 0.1302], [-0.1512, -0.4464, -0.3844], [-0.2176, 0.3775, 0.1026], [-0.8200, -1.6610, -0.3866], [1.1048, 1.9999, -1.1810], [0.5687, 0.7404, 0.8679], [-0.6865, -1.2994, -0.9558], [-0.4421, -0.6605, 0.8578], [0.2473, 0.2937, 0.8156], [-0.0788, 0.3916, -0.2091], [-0.2228, 0.2205, 0.1959], [0.1975, 0.0171, 0.4569], [0.0103, 0.0681, -0.5488], [0.4809, -0.2334, -1.0483], [-0.6530, 0.7070, 1.8461], [1.0201, -0.7712, 1.1538], [1.0054, -1.1060, 0.3438], [-1.3984, 0.0599, -1.2927], [-0.3766, 0.2875, 0.2132], [-0.2257, 0.6018, -0.5508], [0.1380, -0.1037, -0.0494], [-0.2372, 0.3079, -0.5107], [0.3900, 0.2427, -0.1436], [-0.5530, -0.4770, 0.1309], [-0.2316, 1.0399, 1.5164], [0.5838, 0.0260, -0.5826], [-0.2318, -0.3943, 0.2297], [-0.0902, -0.5136, -0.2122], [-0.2691, 0.0297, -0.7920], [0.7292, -0.3823, 0.2395], [-0.3239, 0.2104, -0.3595], [0.3259, 0.1783, -0.1725], [0.1037, 0.2251, 0.1099], [-1.2776, 1.1151, 0.2529], [0.2967, 0.0655, 1.0286], [-0.3528, -0.3685, -0.1189], [-0.2017, -0.0049, 0.0899], [-0.0652, -0.3215, -0.5163], [1.0182, -0.2870, -0.5321], [0.3770, -0.7623, 0.1484], [0.1798, 0.1981, 0.2565], [-0.0680, 0.0548, -0.5384], [0.1065, 0.2720, -0.1478], [1.1463, 0.1689, -0.2827], [-0.4205, 0.6377, -0.1058], [0.1795, -1.4591, 0.8847], [-1.1696, 6.5071, 0.6370], [0.8580, -4.9792, -0.6906], [-0.3613, -0.6447, -0.8300], [-0.0013, 0.0988, 0.2535], [-0.0125, 0.0464, -0.3413], [-0.3788, -0.1222, 0.2598], [0.2497, -0.3764, 0.1581], [-1.2615, -1.4916, 0.6719], [0.8320, -0.8138, -1.8527], [0.8457, 1.7299, -0.0184], [-2.6483, -1.1495, 0.6121], [2.2825, 1.7876, -0.8513], [-0.2445, -0.5404, -0.0767], [0.0034, 0.5148, 1.3413], [0.3940, 0.2782, 0.0507], [-0.1157, -0.4768, 0.1844], [-0.1870, 0.0737, 0.0879], [-0.7613, -0.4601, -1.4340], [1.0712, -0.2874, 1.5463], [0.1211, 0.3629, -0.2042], [0.6159, 0.6099, -1.4790], [-1.2601, -0.7248, 1.1101], [0.4941, 0.3560, 1.1665], [-0.0881, -0.8085, -0.1800], [0.3000, 0.3576, -0.2426], [0.2194, -0.2244, -0.0178], [-0.6741, 0.8254, -0.3627], [0.5524, 1.4530, 0.2586], [0.2619, -0.3952, -1.6161], [0.3716, -0.9248, -0.4234], [2.3912, 1.3843, 0.2154], [-3.4435, -0.9098, -0.2908], [-0.8108, -0.0242, 0.9064], [0.5272, -1.0573, 0.5853], [0.2282, -0.0121, -0.0621], [-0.0688, -0.1099, -0.2665], [-0.0662, 0.6476, 0.7213], [-0.7913, -2.8433, 2.0735], [1.8372, -0.9431, 0.7110], [-1.5424, 3.1939, -1.4535], [1.9199, -2.7483, 0.3442], [-1.0457, 1.5987, -0.5866], [-0.3168, 1.5298, -0.5822], [0.1353, -0.3794, -0.4769], [0.2957, 0.7677, 0.1601], [-0.3145, 0.0836, -0.4675], [-0.2622, -0.3275, 0.2534]]
}



{
  "formula": "C6H8N2O2",
  "method": "ωB97M-V with the def2-TZVPD basis set",
  "relative_energy_ev": 6.252,
  "lumo_energy_ev": [-0.75, -0.75],
  "elements": ["C", "C", "C", "C", "C", "C", "N", "N", "O", "O", "H", "H", "H", "H", "H", "H", "H", "H"],
  "positions_angstrom": [[1.263, 2.043, -0.069], [-0.619, 0.678, 0.853], [0.159, -0.688, 0.966], [0.248, 0.184, -1.279], [0.048, 1.399, -0.402], [1.028, -0.760, -0.329], [3.409, -0.214, 0.112], [2.160, -0.026, 0.183], [1.668, 3.024, 0.365], [3.907, -1.298, -0.261], [-1.717, 0.404, 0.725], [-0.420, 1.180, 1.707], [0.745, -0.721, 1.897], [-0.524, -1.447, 1.014], [-0.767, -0.327, -1.610], [0.927, 0.319, -2.075], [-0.784, 1.998, -0.709], [1.366, -1.824, -0.622]],
  "forces_ev_per_a": [[0.7652, -0.9381, 1.9721], [0.4785, -2.9374, -1.8060], [0.5830, 1.5013, -0.1740], [-0.7044, -2.5228, -0.2749], [-3.1715, -2.4605, -0.1175], [0.0867, -1.4592, 2.0445], [1.9221, -0.1221, -0.3129], [-0.7202, 3.1397, -1.1890], [0.7818, -0.2926, -0.5048], [-1.2712, 0.3516, 0.1954], [1.3979, 1.1244, -0.2190], [-0.0370, 1.9491, 2.7004], [0.0095, -0.0342, -0.6050], [-1.8850, -2.1420, 0.0642], [2.1009, 1.3181, 0.5969], [0.2202, 0.5229, -1.5237], [0.2593, 1.2550, -0.7820], [-0.8157, 1.7468, -0.0647]]
}



{
  "formula": "C6H7NO",
  "method": "ωB97M-V with the def2-TZVPD basis set",
  "relative_energy_ev": 3.334,
  "lumo_energy_ev": 0.14,
  "elements": ["C", "C", "C", "C", "C", "C", "H", "H", "H", "H", "H", "H", "H", "N", "O"],
  "positions_angstrom": [[-1.056, 0.792, -0.318], [-1.625, -0.489, -0.639], [-0.167, -1.152, -0.202], [-0.015, 0.088, 0.723], [1.390, 0.799, 0.821], [1.999, 0.398, -0.442], [-2.236, -0.744, -1.643], [-2.440, -1.016, 0.319], [-0.320, -1.882, 0.638], [0.465, -1.426, -0.993], [-0.716, 0.190, 1.580], [1.091, 1.875, 0.701], [2.091, 0.647, 1.632], [2.641, 0.006, -1.356], [-1.103, 1.914, -0.820]],
  "forces_ev_per_a": [[1.7657, 3.4669, -0.0706], [-3.5416, -5.3056, 0.3462], [-4.1467, -0.1345, 3.9900], [-0.0201, 2.7974, -1.6708], [-2.3694, 0.8370, -1.5437], [3.7450, -1.0057, -2.8162], [1.7938, 0.8337, 2.1874], [2.4180, 2.1914, -2.9031], [0.1599, -0.6518, -1.9117], [1.0874, 0.1136, -0.6464], [1.1430, -1.0989, 0.1639], [0.7334, -0.6232, 0.4362], [-0.3141, -0.2380, 0.2973], [-2.4560, 1.3839, 2.9097], [0.0018, -2.5661, 1.2320]]
}



{
  "formula": "C26H44ClN5O2Sn",
  "method": "ωB97M-V with the def2-TZVPD basis set",
  "charge": -2,
  "lumo_energy_ev": [4.60, 4.57],
  "elements": ["Sn", "Cl", "C", "C", "N", "H", "N", "H", "C", "C", "C", "H", "H", "H", "H", "H", "H", "C", "H", "H", "H", "C", "C", "H", "H", "C", "H", "C", "H", "H", "H", "H", "H", "C", "H", "C", "N", "H", "N", "H", "C", "C", "C", "H", "H", "H", "H", "H", "H", "C", "H", "H", "H", "C", "C", "H", "H", "C", "H", "C", "H", "H", "H", "H", "H", "C", "H", "C", "O", "C", "C", "C", "C", "O", "N", "H", "H", "H", "H"],
  "positions_angstrom": [[0.445, -0.470, -0.589], [-0.157, 0.105, -3.050], [2.617, -4.051, -0.435], [1.829, -2.030, -0.834], [1.482, -3.317, -0.725], [4.682, -3.419, -0.135], [3.143, -1.927, -0.592], [2.635, -5.130, -0.293], [0.050, -3.768, -0.797], [0.085, -5.236, -1.158], [-0.675, -3.533, 0.529], [0.558, -5.835, -0.373], [-0.944, -5.589, -1.299], [0.611, -5.352, -2.114], [-1.649, -3.719, -2.080], [-0.211, -2.986, -2.841], [-0.719, -2.470, 0.834], [-0.763, -3.088, -1.904], [-0.204, -4.096, 1.346], [-1.714, -3.879, 0.407], [-1.200, -2.110, -1.653], [3.648, -3.199, -0.364], [3.666, -0.095, 0.994], [4.028, -0.831, 1.727], [4.236, 0.844, 1.116], [3.833, -0.607, -0.436], [4.140, 1.178, -1.588], [5.291, -0.825, -0.783], [5.365, -1.150, -1.830], [2.609, 0.132, 1.219], [2.519, 1.134, -0.878], [5.763, -1.552, -0.116], [5.820, 0.133, -0.689], [3.282, 0.483, -1.386], [2.916, 0.058, -2.348], [-3.713, 3.265, -0.582], [-3.153, 1.986, -0.478], [-2.717, 5.212, -0.611], [-1.509, 3.420, -0.420], [-4.754, 3.439, -0.666], [-3.825, 0.646, -0.578], [-5.294, 0.816, -0.342], [-3.546, 0.002, -1.942], [-5.724, 1.419, -1.131], [-5.754, -0.169, -0.379], [-5.475, 1.246, 0.638], [-3.744, -1.267, 0.391], [-3.215, 0.087, 1.474], [-2.462, -0.121, -2.130], [-3.200, -0.306, 0.444], [-3.993, 0.581, -2.761], [-4.011, -0.997, -1.929], [-2.144, -0.529, 0.173], [-2.693, 4.155, -0.551], [0.588, 3.550, -1.755], [0.157, 4.123, -2.584], [1.649, 3.835, -1.671], [-0.086, 3.897, -0.424], [1.752, 3.402, 0.598], [-0.057, 5.373, -0.166], [-0.518, 5.603, 0.788], [0.525, 2.471, -1.987], [0.621, 2.025, 0.488], [-0.540, 5.904, -0.977], [0.985, 5.683, -0.127], [0.683, 3.122, 0.652], [0.299, 3.335, 1.660], [-1.835, 2.131, -0.401], [-1.639, 1.561, 2.450], [-0.803, 0.748, 2.855], [-0.473, 0.504, 4.320], [0.483, -0.673, 4.308], [0.672, -0.989, 2.830], [1.360, -1.934, 2.374], [-0.036, -0.099, 2.072], [0.000, 1.404, 4.733], [-1.391, 0.291, 4.878], [1.450, -0.410, 4.757], [0.066, -1.545, 4.826]],
  "forces_ev_per_a": [[-2.4665, 2.9671, 0.8352], [0.3042, -0.0648, -1.0610], [-0.5493, -1.2831, 0.0856], [0.9484, -0.8500, -0.4248], [-0.0653, 0.0322, -0.1923], [-0.3012, 0.1539, -0.0874], [-0.1638, -0.2098, -0.1019], [-0.0858, 0.5086, -0.0950], [-0.1796, 0.1054, -0.0022], [-0.1238, -0.4971, -0.0023], [-0.0815, -0.2509, 0.5742], [-0.0139, -0.0712, -0.1508], [0.2986, -0.0004, 0.1330], [-0.0032, -0.1705, 0.1869], [0.1643, -0.1715, -0.0857], [0.0091, 0.0240, 0.0641], [0.1821, -0.4089, -0.3982], [-0.4129, 0.1374, -0.4650], [-0.0545, 0.0677, -0.1200], [0.2046, -0.0084, 0.0233], [0.5909, -0.2760, 0.1270], [0.8549, 0.5494, 0.3823], [0.1745, -0.0625, 0.4423], [-0.0723, 0.1551, -0.1075], [-0.1032, -0.2900, -0.1262], [-0.0823, 0.3731, -0.0310], [-0.2577, -0.3625, -0.1408], [0.3817, 0.1427, -0.0634], [0.1554, -0.0537, 0.2139], [0.2764, -0.1629, -0.2193], [0.4444, -0.9789, -0.7519], [0.0993, 0.0632, -0.1262], [-0.0983, -0.3840, 0.0250], [0.2826, 0.5565, -0.1897], [0.0842, 0.5254, 0.6930], [0.3052, -0.2067, -0.0066], [-0.3151, 1.1805, -0.2699], [-0.1428, 0.6826, 0.0158], [-1.1531, 0.4233, -0.2727], [-0.6879, 0.2347, -0.0252], [1.4071, -0.0283, 0.0507], [-0.1375, -0.2591, 0.0352], [-0.0447, 0.0067, -0.1925], [-0.3535, 0.3021, -0.1273], [-0.1260, -0.0510, 0.0119], [-0.1567, 0.1933, 0.1190], [0.0542, 0.2795, 0.0945], [-0.0618, -0.0845, -0.4331], [-0.5673, 0.2486, 0.1675], [0.1475, -0.2436, 0.3912], [0.1001, -0.0287, 0.0403], [0.1048, 0.2248, -0.1143], [-0.4876, 0.2849, 0.2157], [0.1612, -0.3406, 0.0390], [0.0674, 0.0879, -0.2075], [-0.0731, -0.0894, 0.0000], [-0.2179, -0.1241, -0.1131], [-0.1833, -1.4242, 0.0238], [-0.3639, -0.0184, 0.0728], [0.2995, 0.0830, 0.0647], [-0.1836, 0.1660, 0.1471], [-0.0863, 0.4439, 0.2001], [-0.0685, 0.6154, 0.0056], [-0.2034, 0.3416, -0.1485], [0.0713, 0.1184, 0.0030], [0.1304, -0.0820, 0.3856], [0.0514, -0.0193, -0.2175], [2.3427, -2.6829, 0.0236], [0.8131, -0.5809, 0.8728], [0.2265, -0.4391, -1.0441], [-0.1142, 0.1875, 0.5349], [0.2025, -0.2122, 0.4702], [-0.1324, -0.0350, -1.1452], [-0.7731, 1.2586, 0.8264], [-0.1922, -0.1286, 0.8018], [-0.2524, -0.0599, -0.0160], [0.0782, 0.2128, -0.0293], [-0.0832, -0.2862, -0.0530], [0.2577, 0.0444, -0.0408]]
}